[1]
This record from the Open Molecules 2025 dataset describes a molecular structure, C43H46N11OPbS3. The level of theory is ωB97M-V/def2-TZVPD.

Each line ends with the Mulliken charge.
Positions of all 105 atoms, in Å:
Pb (0.0844, 0.0621, 0.2784)  1.56
S (2.6455, 0.7370, -1.1904)  -0.25
S (4.7550, 0.3146, 0.9188)  -0.07
S (-3.2118, 0.3625, 1.8604)  0.38
O (-1.9753, 1.1027, 1.4504)  -0.73
N (-1.1407, -6.5403, -6.7040)  -0.60
N (3.3607, 2.4389, 0.7118)  0.03
N (2.3731, -1.8564, 1.7300)  -0.54
N (-0.5092, -5.0443, 1.9260)  -0.64
N (-0.1154, 5.0685, 0.0445)  0.01
N (1.8658, -1.7970, 0.5932)  1.96
N (-0.8656, -2.4281, 1.0884)  0.51
N (0.2241, 2.6227, 0.0619)  -0.94
N (-1.8748, 1.9562, -4.0815)  -0.64
N (-1.5951, -1.8746, -1.4493)  -0.11
N (-2.9125, 0.5497, -1.9278)  -0.25
C (1.6656, 7.3242, -0.0179)  -0.80
C (-1.1104, -4.0639, -2.2301)  -0.08
C (1.3547, 6.5302, -1.2896)  -0.58
C (0.9903, 0.0707, 2.4467)  1.61
C (2.1161, -0.3280, 5.0189)  -0.88
C (-0.7056, -4.7495, 0.6501)  -0.45
C (-1.4555, -6.9241, -5.4731)  -0.45
C (1.2378, 0.7229, 4.7843)  -0.69
C (-4.5236, 1.6531, 1.9214)  -0.63
C (0.6822, 0.9000, 3.5204)  -1.14
C (-3.0424, 0.1160, 3.6723)  0.06
C (-1.0443, -4.2842, -5.9253)  -0.74
C (-1.2202, -3.1243, -1.2107)  0.09
C (-0.0112, 5.8527, -1.1904)  -0.66
C (-0.9167, -3.4427, 0.2065)  -0.13
C (-1.6576, 0.6566, -3.9366)  -0.52
C (-1.3691, -4.6860, -4.6313)  0.40
C (5.1273, 1.6510, 2.1122)  -0.61
C (-0.5456, -4.0447, 2.7948)  -0.88
C (3.5031, 1.2342, 0.1471)  0.37
C (-0.7149, -2.7356, 2.3711)  -0.39
C (-1.5854, -6.0436, -4.4105)  -0.46
C (0.0694, 3.7716, 0.0373)  0.34
C (-2.1957, -0.0633, -2.8686)  -0.06
C (-3.1055, 1.8524, -2.0626)  0.13
C (3.3079, -3.7056, 0.0034)  -0.43
C (3.8154, -4.5534, -0.9625)  -0.71
C (-1.8978, -1.5042, -2.6872)  0.16
C (3.4482, -4.3989, -2.2933)  -0.67
C (-3.9420, -1.0278, 4.1173)  -1.26
C (2.5561, -3.3994, -2.6528)  -1.01
C (2.4129, -2.6920, -0.3564)  -0.70
C (1.9061, -0.9725, 2.7091)  -1.13
C (-3.9851, 3.0037, 2.3557)  -1.00
C (-1.8744, -2.3948, -3.7544)  -0.53
C (-0.9473, -5.2452, -6.9198)  -0.40
C (-2.6063, 2.5551, -3.1508)  -0.55
C (2.4537, -1.1760, 3.9810)  -0.21
C (0.1597, 5.8115, 1.2788)  -0.84
C (2.0295, -2.5580, -1.6891)  0.70
C (3.9730, 2.6479, 2.0128)  -0.42
C (1.5560, 6.4245, 1.2153)  -0.24
C (-1.4601, -3.7048, -3.5295)  0.67
H (-0.6982, -4.9670, -7.9372)  0.38
H (0.9875, 1.4023, 5.5904)  0.47
H (-0.7242, -5.0529, -2.0334)  0.59
H (-0.6971, -1.9082, 3.0691)  0.51
H (-3.7108, -1.9370, 3.5616)  0.28
H (-0.6906, -5.5924, -0.0286)  0.43
H (-4.9211, 1.6908, 0.9067)  0.41
H (-0.8021, 6.6073, -1.1633)  0.35
H (-2.2046, -2.0758, -4.7337)  0.86
H (2.5354, 2.9557, 0.4455)  -0.07
H (-3.2828, 1.0404, 4.1949)  0.41
H (0.9657, 8.1591, 0.0789)  0.35
H (2.2672, -3.2829, -3.6895)  0.50
H (-0.4183, -4.2995, 3.8392)  0.46
H (-0.1793, 5.1934, -2.0413)  0.39
H (-3.8126, 3.0440, 3.4303)  0.32
H (3.1286, -2.0099, 4.1290)  0.51
H (-0.0242, 1.7121, 3.3674)  0.50
H (-2.7899, 3.6146, -3.2870)  0.48
H (1.3553, 7.1928, -2.1560)  0.38
H (-1.6066, -7.9884, -5.3352)  0.38
H (4.4953, -5.3438, -0.6737)  0.44
H (-4.9928, -0.7875, 3.9502)  0.33
H (-5.3026, 1.2752, 2.5845)  0.47
H (-3.0407, 3.2009, 1.8463)  0.10
H (1.7486, 6.9942, 2.1255)  0.40
H (0.0560, 5.1379, 2.1288)  0.44
H (-1.9879, -0.1118, 3.8274)  -0.30
H (1.3470, -1.7662, -1.9660)  0.09
H (5.2138, 1.2151, 3.1042)  0.39
H (-0.5884, 6.6040, 1.3625)  0.36
H (2.1256, 5.7708, -1.4475)  0.27
H (-3.6650, 2.3444, -1.2755)  0.26
H (2.5321, -0.4798, 6.0060)  0.43
H (4.3405, 3.6718, 2.0898)  0.48
H (-4.6957, 3.7884, 2.0995)  0.39
H (-1.0194, 0.1853, -4.6752)  0.52
H (3.2367, 2.4711, 2.8023)  0.05
H (-3.8106, -1.2292, 5.1798)  0.42
H (6.0791, 2.0908, 1.8222)  0.42
H (3.5879, -3.8061, 1.0412)  0.47
H (-1.8734, -6.4105, -3.4348)  0.49
H (3.8550, -5.0599, -3.0469)  0.43
H (2.3019, 5.6253, 1.1525)  0.01
H (2.6729, 7.7360, -0.0843)  0.34
H (-0.8500, -3.2448, -6.1516)  0.47

The calculation puts the total energy at -3730.93534 hartree. The HOMO energy is -9.92 eV. The orbital gap is 7.16 eV. As for the energy relative to the best compared isomer or geometry (same formula, charge and spin): 6.6 kcal per mole. Its total charge is +1.

[2]
This record from the Open Molecules 2025 dataset describes 8 unconnected molecules or ions with the total composition C43H47BN10O4P. The level of theory is ωB97M-V/def2-TZVPD.

Each line ends with the Mulliken charge.
Positions of all 106 atoms, in Å:
P (-3.2403, -0.0670, 0.1218)  0.06
O (-3.5500, 1.4115, 0.7922)  -0.39
O (-0.8065, 2.3721, 0.0723)  -0.83
O (-1.0289, 2.2988, -2.1263)  -0.80
O (-0.2433, -1.1297, -3.1752)  -0.65
N (3.5172, -3.3177, 4.1035)  -0.54
N (3.3762, -0.9314, -0.2889)  -0.65
N (-1.7950, 7.5412, 0.1410)  -0.62
N (-0.5718, -4.6477, -1.8890)  -0.09
N (-3.9547, -5.8840, -4.5085)  -0.31
N (-2.4060, -0.0033, -3.1521)  -0.59
N (5.7802, 2.8550, -1.9668)  -0.40
N (-3.6081, 11.2278, -4.7435)  -0.59
N (-1.5533, -0.4070, 0.1265)  -0.13
N (3.6056, -5.0750, 8.4116)  -0.42
C (-4.4463, -6.4974, -6.7742)  -0.61
C (0.3935, -4.8674, -0.9954)  0.43
C (4.4431, -5.6628, 9.2640)  -0.23
C (7.0496, 2.7926, -2.3650)  -0.18
C (6.3674, 4.7884, -0.6674)  -0.59
C (-3.0802, 7.7535, -0.1406)  -0.43
C (0.6839, -0.2072, -0.7537)  0.02
C (1.0383, -1.5250, -0.4704)  0.04
C (1.7313, 0.6708, -0.7993)  -0.06
C (3.2315, -1.0659, 3.3259)  0.01
C (3.2578, -1.5200, 5.6680)  -0.15
C (-3.1604, 8.6875, -3.6928)  -0.15
C (-4.3597, 10.1860, -5.0977)  -0.13
C (-0.7523, 0.1981, -0.9839)  1.70
C (-2.3656, 9.7552, -3.3120)  -0.39
C (-1.2064, -6.9494, -1.6650)  -0.46
C (8.0347, 3.6808, -1.9597)  -0.41
C (0.6247, -6.0952, -0.3943)  -0.72
C (-0.1958, -7.1567, -0.7391)  -0.42
C (-1.3770, 6.2715, 0.1406)  -0.42
C (3.4356, -2.8577, 5.3521)  -0.31
C (-0.8624, 1.7469, -1.0005)  -0.33
C (-4.1809, 8.9025, -4.6040)  -0.48
C (-5.1906, -6.2578, -4.1798)  -0.23
C (-3.5252, 5.4327, -0.4222)  -0.08
C (2.3584, -1.7723, -0.2615)  -0.76
C (3.4219, -2.4244, 3.1160)  -0.19
C (-2.1937, 5.1835, -0.1343)  0.13
C (-6.1102, -6.7622, -5.0863)  -0.52
C (4.2810, -5.6436, 10.6410)  -0.40
C (5.4615, 3.8458, -1.1296)  -0.02
C (-5.7261, -6.8822, -6.4116)  -0.13
C (-1.3518, -5.6821, -2.2100)  -0.44
C (2.3062, -4.3527, 10.2935)  -0.55
C (2.5595, -4.4356, 8.9325)  -0.06
C (3.1878, -4.9722, 11.1632)  -0.13
C (-3.8869, -1.2585, 1.3725)  -1.13
C (3.1541, -0.6082, 4.6298)  -0.67
C (7.6817, 4.7001, -1.0928)  -0.15
C (3.0407, 0.3219, -0.5595)  -0.68
C (-3.9832, 6.7427, -0.4266)  -0.54
C (-2.6323, 10.9990, -3.8638)  -0.18
C (-3.6036, -6.0086, -5.7877)  -0.10
B (-1.1744, -0.3205, -2.4775)  0.65
H (-3.0072, -0.8151, -3.2449)  0.23
H (-1.4378, -1.4143, 0.1571)  0.33
H (1.8946, -3.9679, 8.2136)  0.38
H (8.4203, 5.4159, -0.7533)  0.36
H (-2.9861, 7.7000, -3.2835)  0.49
H (1.4410, -3.8171, 10.6597)  0.35
H (-1.5589, 9.6260, -2.6030)  0.38
H (-4.9425, -1.0574, 1.5654)  0.36
H (-3.8415, -2.2768, 0.9782)  0.35
H (0.2872, -2.2967, -0.4018)  -0.13
H (-7.1001, -7.0519, -4.7613)  0.36
H (-3.3913, 8.7941, -0.1368)  0.40
H (-4.8238, 8.0943, -4.9253)  0.35
H (9.0504, 3.5752, -2.3165)  0.34
H (3.0069, 0.4451, 4.8340)  0.38
H (1.4247, -6.2139, 0.3238)  0.44
H (-5.0172, 6.9760, -0.6482)  0.41
H (-2.1273, -5.4752, -2.9400)  0.67
H (5.2860, -6.1732, 8.8107)  0.36
H (-2.5917, -5.6981, -6.0247)  0.39
H (2.6163, -2.8069, -0.0208)  0.46
H (3.8363, 1.0738, -0.5891)  0.27
H (-4.0335, 1.8840, 0.1109)  0.30
H (-0.3283, 6.1271, 0.3738)  0.43
H (-6.4149, -7.2702, -7.1516)  0.36
H (-2.0384, 11.8654, -3.5926)  0.35
H (4.9931, -6.1409, 11.2855)  0.34
H (-0.5544, -2.0433, -3.0921)  0.28
H (-5.4484, -6.1428, -3.1324)  0.38
H (4.4229, 3.8743, -0.8181)  0.37
H (-3.3746, -1.1945, 2.3411)  0.33
H (3.1515, -0.3888, 2.4860)  0.30
H (3.4940, -2.8162, 2.1091)  0.36
H (6.0490, 5.5696, 0.0093)  0.35
H (-1.7929, 4.1714, -0.1225)  0.45
H (3.5217, -3.6087, 6.1320)  0.41
H (1.5147, 1.7077, -1.0407)  0.44
H (-1.8693, -7.7518, -1.9601)  0.41
H (7.2814, 1.9821, -3.0479)  0.35
H (-4.1072, -6.5740, -7.7981)  0.36
H (3.0256, -4.9322, 12.2331)  0.36
H (-2.9027, 0.7504, -2.6980)  0.26
H (-4.2000, 4.6144, -0.6429)  0.34
H (-0.0501, -8.1325, -0.2917)  0.37
H (3.1976, -1.2024, 6.7010)  0.40
H (1.0062, -4.0076, -0.7588)  -0.11
H (-5.1444, 10.4009, -5.8157)  0.35

The calculation puts the total energy at -2881.60589 hartree. The HOMO energy is -4.71 eV. The orbital gap is 6.73 eV. Its total charge is -1.